No. 1
The following is a DFT calculation (the ωB97M-V functional and the def2-TZVPD basis) of 15 unconnected molecules or ions with the total composition C3H36O15.

The geometry in XYZ format:
```
54
Properties=species:S:1:pos:R:3
O -1.32 -14.21 8.88
H -1.58 -13.30 8.76
H -1.99 -14.80 8.52
H -1.21 -14.38 9.82
C 0.75 -14.87 13.06
C 0.34 -15.04 11.65
C 1.00 -16.27 11.02
O -1.03 -14.97 11.45
H 1.82 -14.67 13.11
H 0.33 -15.61 13.75
H 0.37 -13.92 13.44
H 0.75 -14.19 11.10
H 2.08 -16.35 10.90
H 0.65 -16.44 10.01
H 0.63 -17.15 11.56
O 0.69 -19.84 9.93
H 1.31 -19.90 10.66
H 0.44 -18.91 9.91
O 5.10 -16.25 9.92
H 5.83 -16.68 9.46
H 4.56 -16.97 10.23
O 3.78 -12.42 13.65
H 3.03 -11.89 13.36
H 3.75 -13.20 13.09
O -1.39 -18.67 12.73
H -0.94 -17.94 13.14
H -1.28 -18.53 11.79
O 1.67 -17.75 16.04
H 0.85 -17.26 16.02
H 2.23 -17.27 16.65
O -0.70 -11.25 11.38
H -0.01 -11.91 11.41
H -1.07 -11.33 10.49
O -0.63 -17.93 7.63
H -0.26 -17.07 7.42
H -0.83 -17.89 8.56
O 0.17 -11.69 15.39
H 1.11 -11.58 15.26
H -0.23 -11.29 14.62
O -2.59 -12.96 13.08
H -1.95 -13.59 12.75
H -3.04 -12.64 12.29
O -0.54 -16.03 16.07
H -0.49 -15.14 15.71
H -1.48 -16.20 16.14
O -3.78 -15.74 11.96
H -2.86 -15.46 11.96
H -4.28 -14.94 11.79
O -2.06 -17.64 9.97
H -2.85 -17.57 9.44
H -2.08 -16.88 10.54
O 4.53 -14.47 11.97
H 4.78 -15.23 12.48
H 4.71 -14.72 11.06
```

Output
**Relative energy (zero: lowest compared OMol25 entry of this formula, charge and spin)**: 91.2 kcal per mole
**Largest force on an atom**: 5.564 eV/A
**DFT total energy**: -1264.362716 hartree
**HOMO energy**: -9.36 eV
**Net charge**: 0
**HOMO-LUMO gap**: 7.4 eV

***

No. 2
The following is a DFT calculation (the ωB97M-V functional and the def2-TZVPD basis) of 2 unconnected molecules or ions with the total composition C7H8O.

The geometry in XYZ format:
```
16
Properties=species:S:1:pos:R:3
C 0.24 -0.57 -0.23
C -0.54 0.22 0.71
C -0.89 -1.16 0.42
C 1.15 -0.33 -1.14
C -0.81 1.41 1.21
C 1.34 -1.98 -2.79
C -1.86 1.76 2.10
O -1.66 -2.14 0.51
H 1.52 0.60 -1.22
H -0.06 2.19 1.16
H 2.06 -2.63 -2.24
H 1.84 -1.55 -3.69
H 0.26 -2.08 -2.64
H -1.62 1.61 3.19
H -2.81 1.26 1.90
H -2.12 2.85 2.02
```

Output
**Relative energy (zero: lowest compared OMol25 entry of this formula, charge and spin)**: 70.6 kcal per mole
**Largest force on an atom**: 7.724 eV/A
**DFT total energy**: -346.425895 hartree
**⟨S²⟩**: 2.085
**HOMO energy (spin up / spin down)**: -6.92 / -8.84 eV
**Net charge**: 0
**2S+1**: 3
**HOMO-LUMO gap (spin up / spin down)**: 7.1 / 6.0 eV

***

No. 3
The following is a DFT calculation (the ωB97M-V functional and the def2-TZVPD basis) of 4 unconnected molecules or ions with the total composition C19H48N2O14P3.

The geometry in XYZ format:
```
86
Properties=species:S:1:pos:R:3
C -2.02 -0.19 3.18
O -2.00 -1.59 3.42
C -0.81 -2.20 2.94
C 0.50 -1.70 3.58
C 1.62 -1.55 2.56
N 2.53 -0.51 2.95
C 3.40 -0.15 1.87
C 3.02 1.18 1.20
C 1.58 1.27 0.74
C 1.24 0.49 -0.53
N 2.37 0.35 -1.49
C 2.03 -0.27 -2.67
C 0.87 0.18 -3.52
O 2.69 -1.21 -3.08
H -1.54 0.09 2.25
H -1.54 0.30 4.03
H -3.06 0.12 3.20
H -0.74 -2.16 1.85
H -0.91 -3.26 3.18
H 0.39 -0.76 4.12
H 0.82 -2.45 4.31
H 2.13 -2.53 2.42
H 1.15 -1.27 1.59
H 4.41 -0.03 2.29
H 3.48 -0.95 1.10
H 3.68 1.43 0.36
H 3.17 1.96 1.95
H 1.35 2.32 0.53
H 0.90 0.96 1.54
H 0.43 1.02 -1.03
H 0.85 -0.51 -0.32
H 3.02 -0.32 -1.08
H 1.12 1.07 -4.08
H -0.04 0.39 -2.97
H 0.64 -0.63 -4.20
C -3.26 6.46 -1.98
O -2.24 5.50 -1.65
P -1.89 4.30 -2.76
O -1.24 3.29 -1.91
O -0.82 5.28 -3.52
C 0.28 5.78 -2.76
O -2.12 3.47 -4.17
C -2.93 4.07 -5.20
H -3.34 7.16 -1.15
H -2.99 7.02 -2.89
H -4.23 5.97 -2.12
H 0.51 5.13 -1.91
H 0.07 6.79 -2.40
H 1.14 5.81 -3.43
H -2.48 5.00 -5.55
H -3.95 4.26 -4.85
H -2.98 3.36 -6.02
C -5.69 -1.38 2.56
O -6.92 -0.62 2.41
P -8.30 -1.26 2.97
O -9.39 -0.61 2.24
O -8.12 -0.74 4.49
C -8.19 0.66 4.74
O -8.81 -2.71 3.42
C -7.86 -3.65 3.96
H -4.88 -0.79 2.14
H -5.49 -1.56 3.62
H -5.76 -2.32 2.03
H -8.76 1.17 3.96
H -7.19 1.09 4.79
H -8.68 0.80 5.70
H -7.42 -3.27 4.88
H -7.08 -3.88 3.24
H -8.41 -4.57 4.19
C 5.81 -1.98 -3.19
O 6.58 -1.82 -1.97
P 7.13 -3.16 -1.25
O 7.40 -2.81 0.14
O 8.48 -3.29 -2.16
C 9.48 -2.29 -2.00
O 6.83 -4.73 -1.32
C 6.31 -5.29 -2.54
H 5.53 -0.99 -3.54
H 6.43 -2.47 -3.96
H 4.91 -2.55 -3.01
H 9.42 -1.82 -1.02
H 9.39 -1.54 -2.78
H 10.45 -2.79 -2.11
H 7.02 -5.16 -3.35
H 5.35 -4.84 -2.80
H 6.15 -6.36 -2.37
```

Output
**Largest force on an atom**: 6.652 eV/A
**DFT total energy**: -2939.712559 hartree
**HOMO energy**: -1.45 eV
**Net charge**: -1
**HOMO-LUMO gap**: 2.0 eV

***

No. 4
The following is a DFT calculation (the ωB97M-V functional and the def2-TZVPD basis) of a molecular structure, C36H42BCaN10O2.

The geometry in XYZ format:
```
92
Properties=species:S:1:pos:R:3
Ca -0.05 1.14 1.09
C 0.23 -5.03 2.86
C -0.29 -4.30 1.67
C -0.93 -4.89 0.61
C -1.34 -3.82 -0.21
N -0.98 -2.67 0.32
N -0.33 -2.95 1.50
B 0.37 -1.64 1.98
N 0.39 -1.07 3.43
N 0.26 0.30 3.37
C 0.37 0.77 4.61
C 0.56 -0.29 5.50
C 0.58 -1.43 4.72
C 0.76 -2.83 5.20
C 0.29 2.22 4.85
C -0.43 2.72 5.92
C -0.53 4.09 6.12
C 0.09 4.96 5.24
C 0.82 4.47 4.17
C 0.93 3.10 3.98
N 1.75 -1.40 1.28
N 1.83 -0.28 0.52
C 3.01 -0.28 -0.08
C 3.73 -1.42 0.29
C 2.90 -2.10 1.17
C 3.17 -3.39 1.86
C 3.34 0.79 -1.04
C 2.90 2.10 -0.81
C 3.13 3.10 -1.74
C 3.82 2.81 -2.91
C 4.28 1.52 -3.13
C 4.04 0.52 -2.21
C -2.07 -3.83 -1.49
C -1.82 -4.81 -2.45
C -2.49 -4.80 -3.67
C -3.43 -3.81 -3.93
C -3.70 -2.84 -2.98
C -3.03 -2.86 -1.76
H 0.26 -6.10 2.63
H -0.44 -4.90 3.72
H 1.23 -4.73 3.16
H -1.10 -5.94 0.47
H -0.39 -0.89 1.44
H 0.71 -0.25 6.56
H 1.06 -2.79 6.25
H 1.54 -3.36 4.65
H -0.16 -3.40 5.13
H -0.92 2.03 6.60
H -1.10 4.47 6.96
H 0.01 6.03 5.40
H 1.32 5.15 3.50
H 1.55 2.71 3.18
H 4.73 -1.70 0.00
H 4.21 -3.66 1.73
H 2.55 -4.19 1.45
H 2.97 -3.31 2.93
H 2.43 2.34 0.14
H 2.79 4.11 -1.54
H 4.02 3.59 -3.63
H 4.83 1.29 -4.03
H 4.38 -0.49 -2.39
H -1.08 -5.57 -2.24
H -2.28 -5.56 -4.40
H -3.96 -3.81 -4.88
H -4.45 -2.09 -3.17
H -3.26 -2.13 -1.00
N -1.14 0.49 -1.04
C -2.26 1.44 -1.24
C -2.88 1.49 -2.65
C -2.09 0.90 -3.83
C -0.78 1.61 -4.22
N -0.79 3.04 -3.91
C -1.32 3.99 -4.64
N -1.60 3.83 -5.95
N -1.58 5.16 -4.05
C -1.71 2.76 -0.65
O -1.29 3.66 -1.40
O -1.63 2.78 0.62
H -0.47 0.53 -1.80
H -1.42 -0.48 -0.95
H -3.04 1.13 -0.53
H -3.13 2.54 -2.87
H -3.83 0.96 -2.62
H -2.77 0.93 -4.69
H -1.87 -0.15 -3.66
H -0.56 1.45 -5.28
H 0.08 1.20 -3.69
H -0.81 3.25 -2.89
H -1.26 3.02 -6.44
H -1.93 4.60 -6.50
H -1.52 5.21 -3.04
H -1.98 5.93 -4.55
```

Output
**Relative energy (zero: lowest compared OMol25 entry of this formula, charge and spin)**: 38.4 kcal per mole
**Largest force on an atom**: 0.697 eV/A
**DFT total energy**: -2797.619838 hartree
**HOMO energy**: -10.36 eV
**Net charge**: +1
**HOMO-LUMO gap**: 8.3 eV

***

No. 5
The following is a DFT calculation (the ωB97M-V functional and the def2-TZVPD basis) of a molecular structure, C6H9FS.

The geometry in XYZ format:
```
17
Properties=species:S:1:pos:R:3
C -0.41 0.98 -0.64
C 0.61 0.74 0.57
C -0.25 -0.02 1.54
C -0.57 -1.21 0.65
C -0.10 -0.59 -0.68
C 1.36 -0.35 -0.36
H -1.39 1.56 -2.69
H -1.38 1.24 -0.16
H 1.13 1.45 1.21
H -0.98 0.77 1.87
H 0.29 -0.27 2.40
H -1.67 -1.42 0.52
H 0.01 -2.22 0.65
H 2.07 0.01 -1.21
H 1.65 -1.24 0.27
F -0.55 -1.29 -1.82
S 0.19 1.86 -2.11
```

Output
**Relative energy (zero: lowest compared OMol25 entry of this formula, charge and spin)**: 78.4 kcal per mole
**Largest force on an atom**: 4.907 eV/A
**DFT total energy**: -731.941901 hartree
**HOMO energy**: -9.09 eV
**Net charge**: 0
**HOMO-LUMO gap**: 9.2 eV

***

No. 6
The following is a DFT calculation (the ωB97M-V functional and the def2-TZVPD basis) of C3H7N5O in the gas phase.

The geometry in XYZ format:
```
16
Properties=species:S:1:pos:R:3
H 2.99 -0.31 -0.31
N 2.40 -1.08 -0.09
C 1.24 -0.60 -0.15
O 0.29 -1.45 -0.23
C -0.95 -0.89 0.31
N -1.97 -1.46 0.25
H -2.75 -1.01 0.96
N -0.80 0.51 0.27
N -1.68 1.34 -0.55
N 0.70 0.71 -0.21
C 1.04 1.97 0.36
H -2.47 1.75 -0.09
H -2.27 0.98 -1.40
H 0.43 2.72 -0.15
H 2.23 2.37 0.36
H 0.97 2.04 1.58
```

Output
**Relative energy (zero: lowest compared OMol25 entry of this formula, charge and spin)**: 127.9 kcal per mole
**Largest force on an atom**: 9.995 eV/A
**DFT total energy**: -467.344891 hartree
**HOMO energy**: -9.30 eV
**Net charge**: 0
**SMILES**: [H]/N=c1/o/c(=N/[H])n(N)n1C
**HOMO-LUMO gap**: 9.8 eV